C4H8N6 | the ωB97M-V functional and the def2-TZVPD basis

Calculated values
Gap between HOMO and LUMO (eV): 8.92
SMILES: CN(C)/N=N/c1nc[nH]n1
HOMO level (eV): -7.9351
LUMO energy (eV): 0.99
Multiplicity: 1

Last columns: bonded neighbours and bond lengths (Å).
Element x y z (Å)
1 C 2.0038 -1.0675 0.1866  N2 1.473, H11 1.055, H12 1.086, H13 1.082
2 N 0.9910 -0.0119 0.0103  C1 1.473, C3 1.414, N4 1.277
3 C 1.4043 1.3342 -0.1128  N2 1.414, H14 1.014, H15 1.197, H16 1.152
4 N -0.2232 -0.4036 -0.0458  N2 1.277, N5 1.264
5 N -1.0828 0.5197 0.0302  N4 1.264, C6 1.361
6 C -2.3915 0.1482 0.0118  N5 1.361, N7 1.342, N10 1.339
7 N -2.9518 -1.0668 -0.0923  C6 1.342, C8 1.268
8 C -4.2077 -0.9089 -0.0138  N7 1.268, N9 1.389, H17 1.137
9 N -4.4703 0.4539 0.0311  C8 1.389, N10 1.320, H18 1.066
10 N -3.3251 1.0960 0.1667  C6 1.339, N9 1.320
11 H 2.1495 -1.0234 1.2302  C1 1.055
12 H 1.5664 -1.9689 -0.2335  C1 1.086
13 H 2.9657 -0.9246 -0.2877  C1 1.082
14 H 1.9900 1.3792 -0.9389  C3 1.014
15 H 0.5407 2.1489 -0.2679  C3 1.197
16 H 1.9136 1.8002 0.8092  C3 1.152
17 H -5.0469 -1.6670 -0.1304  C8 1.137
18 H -5.4056 0.9240 -0.1713  N9 1.066


C4H8NO | the ωB97M-V functional and the def2-TZVPD basis

Calculated values
Gap between HOMO and LUMO (spin up / spin down) (eV): 3.94 / 3.93
HOMO level (spin up / spin down) (eV): -0.3290 / -0.3166
LUMO energy (spin up / spin down) (eV): 3.61 / 3.62
Multiplicity: 1
Charge: -1

Last columns: bonded neighbours and bond lengths (Å).
Element x y z (Å)
1 C 0.2703 0.0072 -1.1111  C2 1.511, C3 1.497, H7 1.007, H8 1.054
2 C -0.4465 -0.7313 -0.0043  C1 1.511, C3 1.465, C4 1.506, H9 1.196
3 C 0.2493 0.5228 0.2940  C1 1.497, C2 1.465, H10 1.137, H14 1.046
4 C -1.9473 -0.7237 -0.1275  C2 1.506, H11 1.014, H12 1.131, H13 1.000
5 N 3.2911 0.9051 1.8047  O6 1.290
6 O 3.9486 1.9853 1.5510  N5 1.290
7 H 1.0756 -0.3259 -1.6156  C1 1.007
8 H -0.2361 0.4976 -1.8946  C1 1.054
9 H 0.0066 -1.7520 0.4231  C2 1.196
10 H -0.3916 1.4484 0.4547  C3 1.137
11 H -2.1874 -0.0308 -0.8283  C4 1.014
12 H -2.5822 -0.5745 0.7964  C4 1.131
13 H -2.2662 -1.6267 -0.4156  C4 1.000
14 H 1.2158 0.3987 0.6734  C3 1.046


C4H8NO | the ωB97M-V functional and the def2-TZVPD basis

Calculated values
Gap between HOMO and LUMO (eV): 7.27
HOMO level (eV): -3.0756
LUMO energy (eV): 4.19
Multiplicity: 1
Charge: -1

Last columns: bonded neighbours and bond lengths (Å).
Element x y z (Å)
1 C 0.8117 0.1341 0.6520  C2 1.538, N5 1.293
2 C -0.2155 -0.1428 1.7632  C1 1.538, C4 1.661, N5 1.387, H8 1.038
3 C 0.9296 1.1425 -2.7954  H7 1.080, H9 1.124, H10 1.124, H11 1.072
4 C -1.6983 -0.8250 1.4534  C2 1.661, H12 1.069, H13 1.071, H14 1.092
5 N 0.9834 -0.7995 1.5304  C1 1.293, C2 1.387, O6 1.280
6 O 1.6783 -1.7904 1.9463  N5 1.280
7 H 1.7541 1.8375 -2.7350  C3 1.080
8 H -0.3366 0.4426 2.6123  C2 1.038
9 H 1.3540 0.5007 -3.6153  C3 1.124
10 H -0.0004 1.6924 -3.1049  C3 1.124
11 H 0.7670 0.6888 -1.8383  C3 1.072
12 H -1.5243 -1.8761 1.3650  C4 1.069
13 H -2.0438 -0.3622 0.5518  C4 1.071
14 H -2.4591 -0.6427 2.2145  C4 1.092


The records above give, respectively, E values of -485.64790 -287.03641 -287.05221 a.u..
The records above give, respectively, energy above the lowest of the compared OMol25 structures with the same formula, charge and spin values of 363.5 267.3 225.8 kJ/mol.